Record 1
{"formula": "C5H10BrNO", "method": "wB97M-V/def2-TZVPD", "spin_multiplicity": 1, "relative_energy_ev": 3.257, "homo_lumo_gap_ha": 0.3237, "homo_ev": -8.10, "lumo_ev": 0.7105, "elements": ["C", "C", "C", "C", "C", "N", "O", "Br", "H", "H", "H", "H", "H", "H", "H", "H", "H", "H"], "positions_angstrom": [[-0.16, -0.67, 0.20], [-2.16, 0.25, 1.70], [1.74, -1.49, -1.09], [1.20, 0.85, -1.06], [-1.31, 1.19, 0.95], [0.84, -0.48, -0.65], [-0.54, -1.69, 0.72], [-2.01, 1.98, -0.70], [-1.49, -0.35, 2.19], [-2.73, 0.86, 2.50], [-2.98, -0.33, 1.09], [1.36, -2.40, -1.32], [2.27, -1.27, -1.98], [2.56, -1.79, -0.41], [1.38, 1.03, -2.13], [0.50, 1.52, -0.86], [2.21, 1.04, -0.65], [-0.67, 1.75, 1.51]]}


Record 2
{"formula": "C19H27N3O5S", "method": "wB97M-V/def2-TZVPD", "spin_multiplicity": 1, "relative_energy_ev": 2.660, "homo_lumo_gap_ha": 0.3358, "homo_ev": -8.56, "lumo_ev": 0.5811, "elements": ["C", "C", "O", "C", "C", "C", "C", "N", "C", "C", "O", "N", "C", "C", "C", "C", "S", "O", "O", "C", "C", "C", "N", "O", "C", "C", "C", "C", "H", "H", "H", "H", "H", "H", "H", "H", "H", "H", "H", "H", "H", "H", "H", "H", "H", "H", "H", "H", "H", "H", "H", "H", "H", "H", "H"], "positions_angstrom": [[-7.72, -0.34, 0.59], [-6.24, -0.17, 0.87], [-5.59, 0.04, -0.37], [-4.25, 0.25, -0.38], [-3.42, 0.24, 0.74], [-2.06, 0.46, 0.59], [-1.51, 0.69, -0.65], [-0.11, 0.93, -0.72], [0.62, 0.48, -1.89], [1.93, -0.22, -1.50], [2.95, -0.08, -2.14], [1.82, -1.01, -0.42], [2.87, -1.91, 0.02], [3.03, -1.82, 1.53], [2.55, -3.33, -0.45], [3.72, -4.30, -0.29], [0.33, 2.51, -0.29], [-0.52, 2.93, 0.77], [0.43, 3.33, -1.46], [1.95, 2.23, 0.35], [2.27, 1.74, 1.64], [1.32, 1.34, 2.71], [3.57, 1.66, 1.77], [4.13, 2.10, 0.61], [3.17, 2.45, -0.25], [3.53, 2.93, -1.59], [-2.34, 0.72, -1.77], [-3.69, 0.49, -1.64], [-8.11, 0.55, 0.11], [-7.88, -1.19, -0.07], [-8.26, -0.51, 1.52], [-5.84, -1.07, 1.36], [-6.07, 0.69, 1.53], [-3.82, 0.07, 1.72], [-1.43, 0.47, 1.47], [0.86, 1.32, -2.55], [0.02, -0.24, -2.45], [0.92, -1.07, 0.03], [3.78, -1.56, -0.47], [3.28, -0.80, 1.83], [2.12, -2.13, 2.03], [3.84, -2.47, 1.86], [1.68, -3.71, 0.09], [2.28, -3.28, -1.51], [3.47, -5.26, -0.72], [3.96, -4.45, 0.76], [4.60, -3.91, -0.79], [1.82, 1.35, 3.67], [0.48, 2.03, 2.70], [0.95, 0.34, 2.51], [4.45, 3.50, -1.55], [3.70, 2.06, -2.24], [2.72, 3.52, -2.00], [-1.92, 0.94, -2.75], [-4.34, 0.50, -2.50]]}


Record 3
{"formula": "C4H11NO", "method": "wB97M-V/def2-TZVPD", "spin_multiplicity": 1, "relative_energy_ev": 1.406, "homo_lumo_gap_ha": 0.3652, "homo_ev": -8.92, "lumo_ev": 1.0147, "elements": ["C", "C", "N", "C", "C", "O", "H", "H", "H", "H", "H", "H", "H", "H", "H", "H", "H"], "positions_angstrom": [[-0.09, -2.31, 1.77], [-0.13, -0.91, 1.15], [0.41, -0.94, -0.20], [-0.12, 0.15, -1.04], [0.08, 1.52, -0.39], [-0.13, 2.56, -1.33], [-1.02, -2.89, 1.77], [0.63, -2.97, 1.28], [0.20, -2.28, 2.82], [-1.19, -0.61, 1.13], [0.47, -0.25, 1.78], [0.23, -1.81, -0.66], [0.51, 0.16, -1.94], [-1.14, -0.04, -1.39], [1.12, 1.53, -0.05], [-0.70, 1.66, 0.35], [0.51, 2.47, -2.04]]}


Record 4
{"formula": "C28H32BaN4O8", "method": "wB97M-V/def2-TZVPD", "charge": -2, "spin_multiplicity": 1, "homo_lumo_gap_ha": 0.2072, "homo_ev": -1.96, "lumo_ev": 3.6824, "elements": ["Ba", "C", "C", "C", "O", "C", "C", "C", "O", "O", "O", "H", "H", "C", "C", "C", "O", "C", "C", "C", "O", "O", "O", "H", "H", "C", "C", "C", "C", "N", "H", "H", "H", "H", "H", "H", "H", "C", "C", "C", "C", "N", "H", "H", "H", "H", "H", "H", "H", "C", "C", "C", "C", "N", "H", "H", "H", "H", "H", "H", "H", "C", "C", "C", "C", "N", "H", "H", "H", "H", "H", "H", "H"], "positions_angstrom": [[-0.68, 0.33, -0.15], [1.66, -3.60, 1.46], [1.12, -2.35, 1.24], [1.91, -1.10, 1.75], [1.45, 0.06, 1.51], [3.05, -1.30, 2.50], [3.58, -2.60, 2.79], [2.83, -3.83, 2.24], [3.24, -4.94, 2.55], [4.58, -2.77, 3.47], [-0.04, -2.15, 0.77], [1.12, -4.46, 1.09], [3.57, -0.43, 2.87], [-2.96, 1.67, -4.22], [-2.18, 1.05, -3.27], [-1.99, -0.50, -3.34], [-1.46, -1.07, -2.34], [-2.48, -1.18, -4.43], [-3.16, -0.52, -5.50], [-3.46, 0.98, -5.36], [-4.11, 1.52, -6.24], [-3.58, -1.10, -6.50], [-1.65, 1.65, -2.28], [-3.19, 2.72, -4.08], [-2.28, -2.24, -4.44], [-5.10, 2.83, -1.54], [-4.11, 3.98, -1.65], [-3.58, 4.41, -0.27], [-2.73, 3.39, 0.34], [-2.07, 2.59, 0.83], [-5.35, 2.44, -2.53], [-6.04, 3.14, -1.09], [-4.63, 2.01, -0.99], [-4.54, 4.88, -2.10], [-3.26, 3.71, -2.27], [-4.40, 4.63, 0.41], [-2.97, 5.32, -0.37], [1.97, -4.05, -2.62], [2.23, -3.25, -3.88], [1.31, -2.03, -3.99], [1.43, -1.13, -2.86], [1.44, -0.40, -1.98], [2.75, -4.80, -2.45], [1.01, -4.56, -2.65], [1.94, -3.42, -1.73], [2.00, -3.85, -4.76], [3.27, -2.93, -3.94], [0.26, -2.33, -4.05], [1.55, -1.45, -4.89], [2.59, 2.66, 3.28], [3.60, 3.09, 2.23], [3.44, 2.35, 0.90], [2.12, 2.50, 0.31], [1.10, 2.59, -0.20], [2.66, 3.29, 4.18], [2.73, 1.62, 3.57], [1.57, 2.76, 2.90], [4.61, 2.92, 2.62], [3.50, 4.17, 2.07], [3.57, 1.27, 1.08], [4.20, 2.64, 0.18], [-0.39, -2.61, 4.72], [-0.06, -1.32, 5.47], [0.17, -0.13, 4.53], [-0.86, 0.00, 3.50], [-1.65, 0.10, 2.68], [-0.43, -3.47, 5.39], [0.38, -2.87, 3.99], [-1.35, -2.54, 4.21], [0.84, -1.50, 6.06], [-0.89, -1.08, 6.14], [1.13, -0.24, 4.02], [0.19, 0.81, 5.09]]}


Record 5
{"formula": "C27H33Cl3CoN7S3", "method": "wB97M-V/def2-TZVPD", "charge": 1, "spin_multiplicity": 4, "relative_energy_ev": 0.000, "homo_lumo_gap_ha": [0.2826, 0.2685], "homo_ev": [-9.90, -9.86], "lumo_ev": [-2.2070, -2.5528], "elements": ["Co", "N", "C", "N", "C", "C", "S", "C", "C", "S", "C", "N", "N", "H", "H", "H", "H", "H", "H", "C", "C", "C", "C", "C", "C", "C", "C", "C", "C", "H", "H", "H", "H", "H", "H", "H", "C", "C", "C", "C", "N", "C", "S", "N", "C", "C", "C", "C", "H", "H", "H", "H", "H", "H", "H", "H", "H", "H", "H", "H", "H", "H", "H", "H", "H", "H", "H", "H", "Cl", "C", "Cl", "Cl", "C", "N"], "positions_angstrom": [[1.26, -0.07, -0.65], [2.66, 1.10, 2.39], [1.71, 0.17, 2.54], [1.12, -0.41, 1.53], [0.22, -1.36, 1.96], [0.08, -1.48, 3.30], [1.15, -0.38, 4.09], [-0.44, -2.11, 0.89], [-1.35, -3.10, 0.99], [-1.73, -3.72, -0.57], [-0.66, -2.57, -1.27], [-0.05, -1.79, -0.41], [-0.49, -2.47, -2.61], [3.09, 1.17, 1.47], [3.18, 1.44, 3.18], [-0.55, -2.15, 3.86], [-1.78, -3.53, 1.88], [-0.77, -3.25, -3.18], [0.35, -2.00, -2.91], [5.85, -3.20, 0.34], [4.45, -3.39, 0.31], [3.63, -2.33, 0.01], [4.16, -1.05, -0.28], [3.28, 0.04, -0.61], [3.88, 1.25, -0.87], [5.28, 1.45, -0.82], [6.10, 0.41, -0.52], [5.56, -0.87, -0.24], [6.39, -1.98, 0.07], [6.50, -4.04, 0.58], [4.03, -4.36, 0.53], [2.56, -2.47, -0.01], [3.26, 2.11, -1.13], [5.69, 2.43, -1.03], [7.18, 0.54, -0.48], [7.46, -1.83, 0.10], [-5.80, -1.26, -0.10], [-5.68, -0.41, -1.36], [-4.50, 0.55, -1.33], [-3.16, -0.18, -1.36], [-2.00, 0.69, -1.30], [-1.47, 1.21, -0.18], [-0.02, 2.10, -0.27], [-2.12, 1.00, 0.97], [-1.75, 1.52, 2.28], [-2.88, 2.37, 2.87], [-3.21, 3.61, 2.05], [-2.08, 4.63, 2.01], [-6.71, -1.85, -0.10], [-5.81, -0.64, 0.79], [-4.97, -1.97, 0.00], [-6.60, 0.16, -1.50], [-5.60, -1.06, -2.24], [-4.57, 1.18, -0.44], [-4.53, 1.24, -2.18], [-3.07, -0.76, -2.28], [-3.08, -0.91, -0.55], [-1.51, 0.93, -2.14], [-3.01, 0.54, 0.92], [-0.84, 2.10, 2.16], [-1.52, 0.67, 2.94], [-2.57, 2.66, 3.88], [-3.77, 1.74, 2.99], [-4.11, 4.07, 2.48], [-3.49, 3.32, 1.03], [-1.76, 4.90, 3.02], [-2.39, 5.55, 1.51], [-1.21, 4.25, 1.47], [2.85, -1.31, -5.63], [2.45, 0.34, -5.12], [1.38, 1.12, -6.28], [3.90, 1.29, -4.81], [1.73, 0.22, -3.82], [1.22, 0.18, -2.80]]}


Record 6
{"formula": "C3H8O", "method": "wB97M-V/def2-TZVPD", "spin_multiplicity": 1, "relative_energy_ev": 3.586, "homo_lumo_gap_ha": 0.3499, "homo_ev": -8.95, "lumo_ev": 0.5711, "elements": ["C", "C", "C", "O", "H", "H", "H", "H", "H", "H", "H", "H"], "positions_angstrom": [[-1.29, -0.01, -1.58], [0.11, -0.45, -1.10], [1.85, 0.37, 2.02], [1.15, 0.49, 3.12], [-1.60, 0.84, -1.10], [-1.15, 0.18, -2.64], [-2.02, -0.80, -1.49], [0.77, 0.38, -1.26], [0.38, -1.33, -1.62], [0.12, -0.62, -0.01], [2.65, -0.33, 2.37], [0.26, 0.75, 2.75]]}